# 1
This record from the OMol25 dataset describes 7 unconnected molecules or ions with the total composition C22H50NO14 at a distorted geometry. The level of theory is wB97M-V/def2-TZVPD.

CARTESIAN COORDINATES (ANGSTROEM)
N  0.744068  -0.281939  0.276886
H  1.382678  0.405361  -0.097134
H  -0.085062  0.004181  -0.223884
H  0.599378  -0.044459  1.247846
H  1.059548  -1.218019  0.066336
C  -2.717452  -1.515829  -0.953454
C  -2.705902  -0.118049  -1.642064
C  -4.037962  0.641461  -1.372284
O  -1.555772  0.642011  -1.287304
H  -1.858222  -2.076209  -1.321964
H  -3.645702  -2.060419  -1.126284
H  -2.655522  -1.474189  0.133996
H  -2.636512  -0.340589  -2.706844
H  -4.218572  0.717491  -0.300044
H  -4.876752  0.175121  -1.889064
H  -3.916202  1.667971  -1.718024
C  2.584958  4.205611  -1.456254
C  2.709918  2.695091  -1.148514
C  3.616928  2.452421  0.078726
O  1.457068  2.059891  -1.032924
H  1.990678  4.676711  -0.673314
H  1.986288  4.312281  -2.360864
H  3.537728  4.718731  -1.586794
H  3.200618  2.227951  -2.002384
H  4.533138  3.036471  -0.008064
H  3.910898  1.411111  0.210506
H  3.198548  2.799831  1.023376
C  -4.405082  -0.026009  2.602616
C  -2.925772  0.141181  2.328936
O  -2.366782  0.946881  3.296496
C  -1.122512  0.702851  3.727906
O  -0.329842  -0.001419  3.122956
O  -1.015842  1.252141  4.979936
C  0.231368  1.347131  5.654286
H  -4.731592  -0.671819  1.787496
H  -5.047182  0.852251  2.535686
H  -4.503472  -0.560879  3.547246
H  -2.652792  0.460341  1.323096
H  -2.381042  -0.800209  2.257076
H  0.561058  2.385091  5.609086
H  0.937308  0.601011  5.289516
H  0.033158  1.203961  6.716506
C  5.747718  -4.457489  0.430446
C  4.461598  -3.891879  0.965956
O  3.319018  -4.557649  0.434276
C  2.079538  -3.920919  0.535846
O  1.876258  -2.736499  0.767896
O  1.166408  -4.869629  0.120306
C  -0.221122  -4.653989  0.078006
H  5.710808  -5.536199  0.582516
H  6.706918  -4.156929  0.851996
H  5.965448  -4.311859  -0.627614
H  4.444658  -2.857349  0.623096
H  4.477388  -3.789349  2.051006
H  -0.757582  -5.602829  0.073456
H  -0.539152  -4.282869  -0.896274
H  -0.701552  -4.107179  0.889366
C  -5.023652  4.346051  1.180466
C  -3.729642  3.813391  0.508536
O  -2.729952  3.690991  1.517746
C  -1.491112  3.445121  1.131676
O  -1.113432  3.155621  -0.021654
O  -0.711882  3.604751  2.309276
C  0.649698  3.559671  2.256996
H  -5.810022  4.397581  0.427426
H  -4.902802  5.269231  1.747236
H  -5.257152  3.667611  2.001016
H  -3.392552  4.428621  -0.325704
H  -3.962932  2.836211  0.085686
H  1.087048  3.958561  3.172266
H  0.974708  4.092331  1.363276
H  0.909008  2.504621  2.169096
C  -0.763752  -2.662869  -5.704604
C  -0.356062  -2.328009  -4.291354
O  1.072558  -2.304409  -4.257184
C  1.776258  -1.907789  -3.220124
O  1.328648  -1.795679  -2.106414
O  3.054388  -1.744139  -3.625564
C  4.061668  -1.422769  -2.755584
H  -0.742012  -1.739469  -6.283354
H  -1.800252  -2.994239  -5.767424
H  -0.114412  -3.418589  -6.146574
H  -0.852402  -2.968519  -3.562324
H  -0.781842  -1.340659  -4.112604
H  4.151128  -2.158549  -1.956384
H  3.861098  -0.501699  -2.208324
H  4.989558  -1.302899  -3.314814

Forces on atoms 1 to 6 (eV/Å):
0.7202 0.9186 0.2913
0.6279 0.2991 -0.2710
-2.3788 0.0564 -1.3781
-0.1062 -0.5858 0.6153
-0.1369 -0.3712 0.2044
-0.2229 0.4288 -0.1391

As for the HOMO energy (spin up / spin down): -0.220 / -0.216 hartree. The expectation value of S² is 0.754. For the LUMO energy (spin up / spin down), the calculation gives 0.372 / -1.502 eV. For the gap between HOMO and LUMO (spin up / spin down), the calculation gives 6.35 / 4.39 eV. The molecular weight comes out at 552.635 g mol⁻¹. Its multiplicity is 2. As for the energy: -1976.1975 Eh.



# 2
This record from the OMol25 dataset describes a molecular structure, C22H50NPPtSi4 at a distorted geometry. The level of theory is wB97M-V/def2-TZVPD.

CARTESIAN COORDINATES (ANGSTROEM)
C  -2.328374  1.088082  -4.661289
C  -2.023678  -0.163223  -4.161386
C  -1.057255  -0.342214  -3.148295
C  -0.586904  0.806303  -2.446377
C  -0.772384  2.058777  -3.073391
C  -1.676827  2.204939  -4.140797
C  -0.741961  -1.801805  -2.923187
C  0.621627  -2.332629  -2.435438
N  1.825590  -1.658270  -2.788252
Pt  0.112130  0.924485  -0.459970
C  -0.000443  3.245346  -2.547316
P  1.350778  2.590033  -1.503653
H  -2.500050  -1.044359  -4.597196
H  -1.890548  3.200310  -4.540467
H  -3.058569  1.187408  -5.456314
H  -0.621052  3.860624  -1.881595
H  0.426550  3.890176  -3.337637
H  -1.509494  -2.226667  -2.250456
H  -0.917205  -2.324213  -3.883055
H  0.587785  -2.462783  -1.338020
C  1.868524  3.988814  -0.476856
C  2.718782  2.334432  -2.662607
H  0.705055  -3.371812  -2.828784
C  2.049239  -1.056015  -4.060025
C  2.931386  -1.818282  -1.889520
H  -0.891130  2.200929  0.156397
H  2.419569  -1.806954  -4.782744
H  1.139550  -0.593467  -4.460286
H  2.817069  -0.271709  -3.955889
H  3.540643  -2.691861  -2.205276
H  3.571218  -0.921595  -1.875253
H  2.566933  -2.014115  -0.864440
H  3.218975  3.301489  -2.860872
H  3.444306  1.633007  -2.224108
H  2.352319  1.927753  -3.612086
H  2.242503  4.799234  -1.125075
H  1.029486  4.353447  0.134986
H  2.678230  3.629390  0.171401
H  -0.198714  2.260529  0.658903
C  -3.400651  -0.924020  0.355642
Si  -2.071213  -1.864862  1.311656
C  -2.619492  -2.324852  3.058692
C  -1.645538  -3.465925  0.402341
Si  -0.275182  -0.324974  1.434060
Si  -1.017990  1.468483  2.797819
C  -1.828955  0.908311  4.418063
C  0.535477  2.428977  3.279109
C  -2.359934  2.557058  1.995000
Si  1.428231  -1.458106  2.708422
C  0.957549  -1.418860  4.540917
C  1.577801  -3.259602  2.140370
C  3.048422  -0.528209  2.426527
H  -4.238888  -1.602820  0.142131
H  -3.016845  -0.556787  -0.607894
H  -3.803454  -0.061541  0.903385
H  -3.472282  -3.011869  2.954427
H  -1.831821  -2.849921  3.617646
H  -2.948309  -1.463447  3.651879
H  -1.636366  -3.341699  -0.687219
H  -0.676157  -3.878358  0.706354
H  -2.414552  -4.217638  0.634843
H  -1.304055  0.131324  4.983277
H  -1.831142  1.832120  5.018231
H  -2.869284  0.591637  4.271617
H  1.074007  2.895759  2.442534
H  0.152527  3.217950  3.944354
H  1.251072  1.824345  3.853760
H  -2.122466  3.072594  1.052846
H  -3.274244  1.978386  1.830232
H  -2.583959  3.334855  2.740385
H  0.020875  -1.957332  4.743368
H  1.774131  -1.935796  5.068712
H  0.870155  -0.405836  4.958740
H  1.681190  -3.357105  1.050269
H  2.492929  -3.666009  2.599671
H  0.735050  -3.891341  2.456019
H  3.425003  -0.666240  1.403352
H  2.976721  0.551398  2.611223
H  3.797990  -0.943619  3.123503

Forces on atoms 1 to 6 (eV/Å):
-0.0731 0.4204 0.3656
0.7044 -0.0636 -0.0615
-0.5765 0.7646 0.1787
-0.1761 -0.6069 -1.4969
-0.6401 -0.1703 -0.3434
0.2870 -0.0541 0.1135

As for the HOMO energy (spin up / spin down): -0.461 / -0.497 hartree. The expectation value of S² is 6.017. For the LUMO energy (spin up / spin down), the calculation gives -4.556 / -8.793 eV. Its relative energy (zero: lowest compared OMol25 entry of this formula, charge and spin) is 0.0 kcal per mole. For the gap between HOMO and LUMO (spin up / spin down), the calculation gives 7.99 / 4.74 eV. Its charge is +2. The molecular weight comes out at 667.045 g mol⁻¹. Its multiplicity is 5. As for the energy: -2540.9975 Eh.



> The highest molecular weight belongs to which entry?

C22H50NPPtSi4